1 | {
  "formula": "C2H10NO",
  "method": "the ωB97M-V functional and the def2-TZVPD basis",
  "homo_energy_ha": -0.590,
  "total_charge": 1,
  "elements": ["C", "C", "N", "H", "H", "H", "H", "H", "H", "H", "H", "H", "H", "O"],
  "positions_angstrom": [[0.2125, 1.0009, 1.7114], [0.5086, 0.3616, 0.4621], [-0.8011, -0.2047, -0.2222], [0.6776, 0.4695, 2.7295], [0.5555, 2.0197, 1.7660], [-0.7917, 0.8826, 2.1360], [0.8102, 1.1748, -0.1715], [1.2221, -0.4774, 0.4023], [-0.7085, 0.0566, -1.3122], [-1.6299, 0.1226, 0.2004], [-0.9686, -1.2024, -0.1188], [0.6650, -0.6845, -2.5969], [0.3266, -2.1636, -2.6944], [-0.0785, -1.3556, -2.2917]],
  "mulliken_charge": [-1.10, -0.11, -0.39, 0.29, 0.29, 0.33, 0.28, 0.35, 0.41, 0.35, 0.32, 0.36, 0.32, -0.69]
}

2 | {
  "formula": "C2H10NO",
  "method": "the ωB97M-V functional and the def2-TZVPD basis",
  "homo_energy_ha": -0.545,
  "total_charge": 1,
  "elements": ["C", "N", "H", "H", "H", "H", "H", "H", "C", "O", "H", "H", "H", "H"],
  "positions_angstrom": [[-1.1327, 1.6019, -1.2683], [-1.2760, 0.4242, -0.3411], [-1.9337, 0.6227, 0.4105], [-1.6618, -0.4373, -0.7984], [-0.3771, 0.1326, 0.0862], [-0.5465, 1.2867, -2.1242], [-0.5840, 2.4785, -0.8774], [-2.0958, 1.8952, -1.6092], [1.9716, -1.1769, 0.9809], [0.5548, -1.5439, 0.7516], [0.2698, -1.9456, 1.5790], [2.0827, -0.8930, 1.9972], [2.4792, -2.1246, 0.8359], [2.2494, -0.3205, 0.3772]],
  "mulliken_charge": [-0.77, -0.27, 0.39, 0.39, 0.23, 0.34, 0.32, 0.37, -0.54, -0.58, 0.32, 0.30, 0.24, 0.26]
}

What should be chosen as the most stable of them? Choose 2.

1 | {
  "formula": "C2H10NO",
  "method": "the ωB97M-V functional and the def2-TZVPD basis",
  "homo_energy_ha": -0.583,
  "total_charge": 1,
  "elements": ["C", "N", "C", "H", "H", "H", "H", "H", "H", "H", "H", "H", "H", "O"],
  "positions_angstrom": [[2.4559, -1.0353, 0.1241], [1.9016, 0.1451, -0.5592], [-3.0268, 0.6005, -0.4776], [2.6769, -0.7721, 1.1755], [1.6871, -1.7978, 0.1302], [3.3712, -1.3556, -0.3758], [-2.7494, 0.9524, -1.4746], [-0.4715, 0.5462, 1.8652], [-2.1193, 0.3965, 0.1446], [-3.3482, -0.3768, -0.7948], [-3.8779, 1.1104, -0.0451], [2.6421, 0.8447, -0.6677], [1.1118, 0.5218, -0.0080], [-0.2534, 0.2201, 0.9633]],
  "mulliken_charge": [-0.61, -0.12, -0.55, 0.32, 0.32, 0.35, 0.28, 0.35, -0.11, 0.31, 0.29, 0.35, 0.29, -0.46]
}

2 | {
  "formula": "C2H10NO",
  "method": "the ωB97M-V functional and the def2-TZVPD basis",
  "homo_energy_ha": -0.551,
  "total_charge": 1,
  "elements": ["C", "O", "H", "H", "H", "H", "C", "N", "H", "H", "H", "H", "H", "H"],
  "positions_angstrom": [[2.3458, 0.3279, -0.1789], [1.0209, 0.9209, -0.1070], [0.7852, 1.6815, -0.6391], [3.0687, 1.0956, 0.1385], [2.1788, -0.5055, 0.4844], [2.6214, 0.0602, -1.2045], [-1.9816, 0.0936, 0.4248], [-1.0452, -0.9760, -0.1561], [-0.8068, -1.4666, 0.7062], [-1.5161, -1.6541, -0.7468], [-0.1506, -0.5442, -0.4564], [-1.6917, 1.0968, 0.1279], [-1.8419, 0.0544, 1.5059], [-2.9870, -0.1846, 0.1012]],
  "mulliken_charge": [-0.48, -0.58, 0.30, 0.25, 0.22, 0.27, -0.68, -0.27, 0.38, 0.38, 0.31, 0.25, 0.31, 0.35]
}

What should be chosen as the most stable of them? Choose 2.

1 | {
  "formula": "C6H14",
  "method": "the ωB97M-V functional and the def2-TZVPD basis",
  "homo_energy_ha": -0.352,
  "smiles": "C=CC.CCC",
  "total_charge": 0,
  "elements": ["C", "C", "C", "H", "H", "H", "H", "H", "H", "H", "H", "C", "C", "C", "H", "H", "H", "H", "H", "H"],
  "positions_angstrom": [[-1.3693, 1.7098, 1.8173], [-2.2223, 2.3645, 0.7235], [-3.3632, 1.4265, 0.3240], [-0.3604, 2.1106, 1.9268], [-1.3800, 0.6193, 1.7701], [-1.7913, 1.8737, 2.8207], [-1.5698, 2.4520, -0.1445], [-2.6008, 3.3228, 1.0680], [-3.7615, 0.8929, 1.1921], [-4.2348, 1.9916, -0.0096], [-3.0609, 0.6743, -0.3976], [2.1404, -1.3121, -1.3044], [3.4279, -2.0365, -1.0670], [3.5123, -3.3550, -1.1882], [2.1966, -0.3911, -1.8860], [1.4419, -1.9495, -1.8605], [1.6032, -1.1372, -0.3699], [4.3090, -1.4321, -0.8737], [4.3777, -3.9225, -0.8757], [2.7052, -3.9020, -1.6656]],
  "mulliken_charge": [-1.22, -0.09, -1.14, 0.33, 0.33, 0.34, 0.22, 0.28, 0.31, 0.33, 0.31, -0.98, 0.14, -0.75, 0.30, 0.29, 0.22, 0.31, 0.25, 0.22]
}

2 | {
  "formula": "C6H14",
  "method": "the ωB97M-V functional and the def2-TZVPD basis",
  "homo_energy_ha": -0.340,
  "smiles": "CC(C)C(C)C",
  "total_charge": 0,
  "elements": ["C", "C", "C", "C", "C", "C", "H", "H", "H", "H", "H", "H", "H", "H", "H", "H", "H", "H", "H", "H"],
  "positions_angstrom": [[0.2213, -1.4890, -1.3867], [0.5498, -0.3596, -0.4033], [1.0745, 0.8678, -1.0974], [-0.4859, -0.2148, 0.6963], [0.1634, 0.4354, 1.9076], [-1.7371, 0.5386, 0.2527], [-0.6238, -2.1574, -1.1811], [0.4316, -1.3571, -2.4559], [1.1267, -1.7660, -0.7925], [1.5697, -0.7657, 0.2112], [0.2931, 1.4358, -1.6109], [1.8204, 0.5712, -1.8465], [1.5663, 1.4842, -0.3453], [-0.7885, -1.2392, 0.9730], [0.4640, 1.4650, 1.6793], [1.0614, -0.1183, 2.2087], [-0.5335, 0.4612, 2.7468], [-2.1939, 0.0851, -0.6349], [-2.4795, 0.5393, 1.0582], [-1.5000, 1.5835, 0.0206]],
  "mulliken_charge": [-1.21, 0.59, -1.64, 0.59, -1.57, -1.53, 0.31, 0.31, 0.38, 0.10, 0.33, 0.43, 0.38, 0.31, 0.31, 0.38, 0.43, 0.33, 0.44, 0.33]
}

What should be chosen as the most stable of them? Choose 1.

1 | {
  "formula": "C6H14",
  "method": "the ωB97M-V functional and the def2-TZVPD basis",
  "homo_energy_ha": -0.371,
  "smiles": "CCCC(C)C",
  "total_charge": 0,
  "elements": ["C", "C", "C", "C", "C", "C", "H", "H", "H", "H", "H", "H", "H", "H", "H", "H", "H", "H", "H", "H"],
  "positions_angstrom": [[2.8058, 0.2685, -0.2281], [1.4170, -0.3382, -0.4397], [0.3232, 0.4429, 0.3062], [-1.0499, -0.2172, 0.3307], [-2.0962, 0.4613, 1.1674], [-1.5650, -0.5237, -1.0989], [2.8484, 1.2975, -0.6051], [3.5828, -0.3058, -0.7456], [3.0650, 0.2956, 0.8369], [1.2046, -0.3732, -1.5173], [1.4141, -1.3810, -0.0897], [0.2658, 1.4617, -0.1026], [0.6066, 0.5170, 1.3612], [-0.8574, -1.2372, 0.8263], [-3.0338, -0.1070, 1.0979], [-1.7428, 0.4516, 2.1963], [-2.2977, 1.4827, 0.8300], [-2.6552, -0.6071, -1.2510], [-1.0868, -0.1176, -1.9979], [-1.1486, -1.4708, -0.8768]],
  "mulliken_charge": [-1.30, -0.23, -0.83, 0.79, -1.68, -1.23, 0.32, 0.37, 0.33, 0.25, 0.30, 0.32, 0.32, 0.16, 0.41, 0.41, 0.33, 0.30, 0.27, 0.41]
}

2 | {
  "formula": "C6H14",
  "method": "the ωB97M-V functional and the def2-TZVPD basis",
  "homo_energy_ha": -0.340,
  "smiles": "C=CCC(C)C.[H][H]",
  "total_charge": 0,
  "elements": ["C", "C", "C", "C", "C", "C", "H", "H", "H", "H", "H", "H", "H", "H", "H", "H", "H", "H", "H", "H"],
  "positions_angstrom": [[-2.7868, 0.6674, 0.2370], [-1.4626, 0.8106, 0.2578], [-0.4941, -0.3338, 0.4509], [1.0127, -0.0178, 0.4088], [1.7786, -1.1662, 1.0715], [1.5801, 0.2344, -0.9933], [-3.2491, -0.3191, 0.2733], [-1.7201, 0.6471, -1.7224], [-3.4528, 1.5158, 0.1061], [-1.0588, 0.6590, -2.0782], [-1.0277, 1.8031, 0.1207], [-0.7086, -1.1640, -0.2405], [-0.7285, -0.7085, 1.4530], [1.1779, 0.8901, 1.0073], [2.8521, -0.9536, 1.1218], [1.4186, -1.3486, 2.0902], [1.6518, -2.0961, 0.5020], [2.6656, 0.3905, -0.9395], [1.4071, -0.6270, -1.6517], [1.1445, 1.1167, -1.4747]],
  "mulliken_charge": [-0.59, -0.56, -0.76, 0.89, -1.55, -1.48, 0.25, 0.06, 0.28, -0.01, 0.32, 0.38, 0.37, 0.21, 0.41, 0.39, 0.33, 0.41, 0.34, 0.34]
}

What should be chosen as the most stable of them? Choose 1.

1 | {
  "formula": "C6H14",
  "method": "the ωB97M-V functional and the def2-TZVPD basis",
  "homo_energy_ha": -0.399,
  "smiles": "CCC(C)CC",
  "total_charge": 0,
  "elements": ["C", "C", "C", "C", "C", "C", "H", "H", "H", "H", "H", "H", "H", "H", "H", "H", "H", "H", "H", "H"],
  "positions_angstrom": [[2.5467, 0.0745, -0.2814], [1.3030, -0.7406, 0.0690], [-0.0079, 0.0387, 0.3384], [-0.0582, 1.4430, -0.2684], [-1.2008, -0.8273, -0.0978], [-2.5622, -0.3154, 0.3683], [2.8067, 0.7883, 0.5065], [3.4080, -0.5865, -0.4232], [2.4180, 0.6406, -1.2093], [1.1288, -1.4753, -0.7285], [1.5073, -1.3298, 0.9694], [-0.0889, 0.1740, 1.4276], [-0.9470, 1.9780, 0.0854], [0.8149, 2.0314, 0.0338], [-0.0862, 1.4247, -1.3661], [-1.0474, -1.8432, 0.2925], [-1.1901, -0.9195, -1.1954], [-2.8269, 0.6322, -0.1145], [-3.3556, -1.0363, 0.1399], [-2.5620, -0.1517, 1.4538]],
  "mulliken_charge": [-1.40, -0.54, 0.74, -1.65, -0.63, -1.26, 0.32, 0.40, 0.34, 0.36, 0.31, 0.18, 0.45, 0.39, 0.31, 0.36, 0.34, 0.30, 0.36, 0.32]
}

2 | {
  "formula": "C6H14",
  "method": "the ωB97M-V functional and the def2-TZVPD basis",
  "homo_energy_ha": -0.348,
  "smiles": "C=CC.CCC",
  "total_charge": 0,
  "elements": ["C", "C", "C", "H", "H", "H", "H", "H", "H", "H", "H", "C", "C", "C", "H", "H", "H", "H", "H", "H"],
  "positions_angstrom": [[-0.3342, 2.7457, -1.5805], [0.6496, 3.0829, -2.7024], [0.8835, 1.7751, -3.5370], [-1.3877, 2.6638, -1.8548], [-0.6370, 3.7531, -0.8625], [0.2119, 1.9269, -0.8901], [1.5017, 3.4155, -2.2599], [0.3438, 4.0183, -3.1801], [1.9349, 1.7038, -3.7215], [0.4628, 0.9154, -2.9739], [0.3107, 1.7071, -4.5044], [-0.6917, -3.5649, 2.1709], [-0.7763, -2.8125, 3.4346], [0.2600, -2.5281, 4.2295], [-1.2127, -4.5873, 2.3813], [-1.3602, -3.0904, 1.3592], [0.2931, -3.9789, 1.7880], [-1.7352, -2.4321, 3.4379], [-0.0014, -1.9014, 5.1763], [1.2842, -2.8123, 4.0895]],
  "mulliken_charge": [-1.08, -0.32, -0.92, 0.31, 0.27, 0.28, 0.27, 0.35, 0.29, 0.29, 0.26, -0.88, 0.00, -0.66, 0.23, 0.23, 0.28, 0.33, 0.18, 0.29]
}

What should be chosen as the most stable of them? Choose 1.